No. 1
DFT (ωB97M-V/def2-TZVPD) results for a molecular structure, C9H9NO in a non-equilibrium geometry.

Output
* HOMO (alpha / beta): -0.1519 / -0.3061 Ha
* LUMO energy (alpha / beta): 0.0185 / -0.1286 Ha
* calculated total energy: -13008.056 eV
* gap between HOMO and LUMO (alpha / beta): 4.64 / 4.83 eV
* ⟨S²⟩: 2.0295
* ΔE to the lowest compared entry with this formula, charge and spin: 343.3 kJ/mol
* M: 147.2 g mol⁻¹

```
! RIJCOSX wB97M-V def2-TZVPD def2/J DEFGRID3
* xyz 0 3
C -2.554 -1.176 0.734
C -1.950 -0.283 1.578
C -1.931 -1.611 -0.415
C -0.678 0.113 1.299
C -0.626 -1.172 -0.777
C -0.096 -0.304 0.122
C 2.641 -1.013 0.236
C 1.815 0.123 -0.140
C 2.098 1.572 -0.011
N 2.431 -0.688 -1.201
O 3.306 -1.676 0.990
H -3.483 -1.583 1.021
H -2.436 0.245 2.459
H -2.553 -2.166 -1.089
H -0.083 0.772 1.941
H -0.191 -1.499 -1.658
H 2.864 1.737 0.799
H 1.173 2.095 0.074
H 2.609 1.847 -0.932
H 3.162 -0.314 -1.819
*
```

=====

No. 2
DFT (ωB97M-V/def2-TZVPD) results for a single C7H7BN2O2 molecule in a non-equilibrium geometry.

Output
* SMILES: Nc1ccccc1C(=O)NB=O
* HOMO: -0.3244 Ha
* LUMO energy: 0.0164 Ha
* calculated total energy: -15125.386 eV
* gap between HOMO and LUMO: 9.27 eV
* ΔE to the lowest compared entry with this formula, charge and spin: 212.3 kJ/mol
* M: 162.0 g mol⁻¹

```
! RIJCOSX wB97M-V def2-TZVPD def2/J DEFGRID3
* xyz 0 1
N 1.901 1.109 0.342
C 0.777 0.261 0.369
C 0.276 -0.263 1.564
C -0.714 -1.156 1.504
C -1.486 -1.365 0.357
C -1.260 -0.672 -0.776
C 0.003 0.012 -0.766
C 0.287 0.455 -2.167
O 1.147 -0.047 -2.890
N -0.546 1.468 -2.679
B -1.288 2.278 -1.774
O -1.758 3.175 -1.121
H 2.457 0.927 1.218
H 2.546 0.875 -0.491
H 0.612 0.101 2.468
H -1.124 -1.567 2.322
H -2.267 -2.066 0.394
H -1.842 -0.630 -1.772
H -0.382 1.693 -3.695
*
```

=====

No. 3
DFT (ωB97M-V/def2-TZVPD) results for a molecular structure, C24H21FeNO7 in a non-equilibrium geometry.

Output
* HOMO (alpha / beta): 0.0519 / -0.0811 Ha
* LUMO energy (alpha / beta): 0.1682 / 0.1617 Ha
* calculated total energy: -75435.453 eV
* gap between HOMO and LUMO (alpha / beta): 3.16 / 6.61 eV
* ⟨S²⟩: 6.0971
* M: 491.3 g mol⁻¹

```
! RIJCOSX wB97M-V def2-TZVPD def2/J DEFGRID3
* xyz -2 5
O 4.213 1.697 0.840
C 3.529 2.626 0.997
Fe 2.547 4.052 1.486
C 3.837 5.176 1.959
O 4.915 5.543 2.196
C 2.372 2.986 2.889
O 2.264 2.165 3.709
C -0.080 1.264 0.302
C -1.190 2.169 0.836
C -0.663 3.283 1.757
C 0.518 4.133 1.313
C 0.965 4.251 -0.041
C 0.837 3.239 -1.052
C 0.531 1.910 -0.898
H 0.703 1.236 1.089
H -1.731 2.610 -0.011
H -1.927 1.571 1.387
H -1.526 3.954 1.919
H -0.458 2.866 2.755
H 0.575 5.060 1.927
H 1.213 5.262 -0.414
H 1.099 3.557 -2.068
H 0.846 1.219 -1.690
C -0.535 -2.601 -2.668
C -0.019 -1.167 -2.634
C 0.561 -0.625 -3.929
O -1.091 -0.252 -2.295
C -1.530 -0.187 -1.006
O -2.710 -0.040 -0.764
C -0.455 -0.173 0.057
C -0.999 -0.881 1.294
C -1.199 -2.350 1.014
C -0.214 -3.272 1.386
C -0.396 -4.632 1.161
C -1.613 -5.090 0.633
C -1.875 -6.498 0.549
N -2.107 -7.644 0.513
C -2.618 -4.176 0.282
C -2.411 -2.813 0.488
C 0.846 -0.860 -0.350
O 1.696 -1.144 0.469
O 1.069 -1.072 -1.671
H -0.893 -2.893 -1.672
H -1.357 -2.664 -3.390
H 0.278 -3.265 -2.982
H 0.852 0.419 -3.777
H 1.429 -1.214 -4.223
H -0.199 -0.675 -4.708
H -0.266 -0.762 2.103
H -1.965 -0.426 1.542
H 0.703 -2.907 1.853
H 0.397 -5.340 1.420
H -3.568 -4.531 -0.130
H -3.197 -2.093 0.253
*
```